Entry 1:
The following is a quantum chemistry calculation of a structure of composition C41H47IN8OS3Ti, from the OMol25 dataset.

Last column: Mulliken charge in e.
Element x y z (Å)
Ti1 0.1215 0.3380 -0.2040  -0.479
C1 1.2049 2.8739 1.6528  -1.150
C2 0.1187 2.0833 2.3242  0.617
C3 -0.2051 2.2600 3.6504  -0.748
C4 -1.2291 1.5005 4.2169  -0.896
C5 -1.9164 0.6044 3.4303  -0.510
C6 -1.5705 0.4719 2.0915  0.778
N1 -0.5466 1.1962 1.5458  0.505
C7 -2.3152 -0.2921 1.0928  -0.465
C8 -3.5184 -0.9585 1.1928  -0.233
C9 -4.1619 -1.3417 0.0125  -1.361
C10 -3.6754 -0.9229 -1.2276  -0.283
C11 -2.4707 -0.2490 -1.2692  -0.287
N2 -1.7478 -0.1122 -0.1276  0.771
C12 -1.8743 0.5401 -2.3470  0.854
C13 -2.3464 0.6097 -3.6503  -0.663
C14 -1.8138 1.5567 -4.5014  -1.086
C15 -0.8811 2.4605 -4.0096  -0.689
C16 -0.4415 2.3443 -2.7016  0.587
C17 0.4120 3.4067 -2.0786  -1.052
N3 -0.8619 1.3426 -1.9027  0.909
H1 0.7682 3.7120 1.1057  0.299
H2 1.7571 2.2559 0.9376  0.008
H3 1.9060 3.2774 2.3804  0.483
H4 0.3275 2.9908 4.2433  0.563
H5 -1.4844 1.6246 5.2605  0.486
H6 -2.7282 0.0150 3.8334  0.489
H7 -3.9807 -1.1427 2.1524  0.549
H8 -5.0916 -1.8907 0.0668  0.520
H9 -4.2485 -1.0944 -2.1289  0.497
H10 -3.1254 -0.0656 -3.9783  0.513
H11 -2.1551 1.6266 -5.5257  0.516
H12 -0.5081 3.2636 -4.6300  0.544
H13 0.9266 3.9960 -2.8337  0.458
H14 1.1394 2.9834 -1.3903  -0.180
H15 -0.2442 4.0779 -1.5183  0.401
C18 2.4566 -0.5501 4.3329  -0.575
C19 3.3598 0.0848 3.2824  -0.739
N4 3.6567 -0.7927 2.1466  0.556
C20 5.0446 -1.2708 2.0623  -0.501
C21 5.3463 -2.4247 3.0096  -1.093
C22 2.7115 -1.1273 1.2534  0.580
C23 2.9714 -2.2766 0.3265  -0.862
N5 1.5294 -0.5592 1.2232  1.398
H16 2.2523 0.1720 5.1239  0.403
H17 2.9392 -1.4204 4.7771  0.329
H18 1.5060 -0.8746 3.9093  -0.114
H19 4.3158 0.3405 3.7345  0.527
H20 2.9254 1.0225 2.9196  0.077
H21 5.6834 -0.4190 2.2991  0.550
H22 5.2684 -1.5509 1.0381  0.043
H23 5.2644 -2.1103 4.0504  0.313
H24 6.3642 -2.7789 2.8479  0.451
H25 4.6622 -3.2569 2.8427  0.228
H26 3.9303 -2.2339 -0.1811  0.298
H27 2.1833 -2.3281 -0.4146  -0.620
H28 2.9503 -3.1899 0.9263  0.518
H29 1.4301 0.0526 2.0285  -1.252
S1 -0.2748 -2.7201 2.7860  -0.202
C24 -1.5032 -3.6421 3.4333  0.133
N6 -1.6702 -3.8875 4.7279  -0.190
C25 -2.8783 -4.5863 5.1537  -0.616
C26 -3.3818 -5.3446 3.9281  -0.565
S2 -2.7584 -4.4038 2.4939  -0.025
H30 -1.0075 -3.5228 5.3951  0.240
H31 -3.6213 -3.8670 5.5055  0.272
H32 -2.6479 -5.2671 5.9709  0.349
H33 -4.4662 -5.3825 3.8826  0.401
H34 -2.9799 -6.3537 3.8735  0.328
I1 -2.3749 -4.0587 -3.9553  0.151
C27 -1.2516 -3.2345 -2.4351  -1.330
C28 -1.1886 -3.6317 -1.1161  -0.058
N7 -0.3920 -2.7643 -0.4860  -0.078
N8 0.0710 -1.7989 -1.3036  0.605
C29 -0.4548 -2.0946 -2.4980  -0.440
H35 -1.6448 -4.4661 -0.6093  0.529
H36 -0.1916 -2.7553 0.5202  -0.398
H37 -0.2360 -1.5026 -3.3698  0.801
O1 1.8729 0.6860 -1.2804  -0.348
S3 2.0100 0.0251 -2.6588  0.585
C30 3.5308 -0.9018 -2.6157  0.516
C31 4.7158 -0.3564 -2.1424  -0.264
C32 5.8607 -1.1346 -2.1653  -0.872
C33 5.8124 -2.4405 -2.6466  -0.541
C34 4.6187 -2.9757 -3.1073  -0.836
C35 3.4660 -2.2014 -3.0963  -0.215
C36 2.5421 1.2973 -3.7902  0.991
C37 3.2225 2.4231 -3.3554  -0.370
C38 3.6740 3.3344 -4.2977  -0.926
C39 3.4367 3.1148 -5.6493  -0.626
C40 2.7442 1.9860 -6.0682  -0.833
C41 2.2932 1.0651 -5.1354  -0.563
H38 4.7487 0.6555 -1.7603  0.375
H39 6.7971 -0.7183 -1.8183  0.469
H40 6.7115 -3.0417 -2.6646  0.444
H41 4.5799 -3.9922 -3.4746  0.477
H42 2.5228 -2.6036 -3.4474  0.477
H43 3.3846 2.5881 -2.2980  0.481
H44 4.2147 4.2159 -3.9802  0.482
H45 3.7947 3.8261 -6.3812  0.453
H46 2.5575 1.8232 -7.1209  0.483
H47 1.7558 0.1769 -5.4481  0.473

Atomic forces in eV per Å
1.848 -0.074 -0.839
-0.158 -0.001 0.000
0.074 -0.006 -0.103
-0.045 0.002 0.092
0.030 -0.012 -0.040
-0.054 -0.142 0.042
-0.137 0.268 -0.073
-0.536 0.206 1.376
-0.012 0.155 -0.035
-0.116 0.007 -0.094
-0.003 -0.049 0.135
0.077 0.040 -0.065
-0.063 -0.135 0.180
-1.308 -0.376 0.225
-0.038 0.329 -0.030
-0.100 -0.205 0.072
0.028 0.054 -0.016
-0.042 -0.046 -0.047
0.007 0.055 0.094
-0.054 -0.030 -0.012
-0.355 -0.065 -0.628
0.018 -0.002 -0.021
0.058 0.019 0.007
0.024 0.004 -0.014
0.040 -0.008 -0.027
-0.019 0.011 -0.005
0.008 -0.004 0.002
0.009 -0.011 0.006
-0.021 0.039 -0.016
-0.024 0.027 0.012
0.003 0.012 -0.012
-0.012 -0.004 0.006
0.014 0.009 0.018
0.016 -0.008 -0.001
0.020 0.014 0.000
0.022 -0.001 0.025
0.014 -0.006 -0.060
-0.061 0.074 -0.029
0.144 -0.056 0.033
-0.076 -0.208 0.151
-0.006 0.080 -0.042
-0.043 -0.051 -0.050
0.049 0.088 -0.025
0.112 0.002 0.463
0.011 -0.004 0.014
-0.019 -0.006 -0.002
-0.003 -0.015 0.077
0.007 0.063 -0.027
0.042 0.003 -0.020
0.010 0.014 -0.043
-0.013 0.013 -0.037
-0.024 -0.032 0.008
0.002 -0.005 0.026
0.006 -0.013 0.007
0.015 0.023 -0.022
-0.001 -0.002 0.000
0.003 -0.011 -0.015
0.030 -0.053 -0.024
-0.043 -0.065 0.086
0.081 -0.034 0.066
-0.019 -0.126 0.045
-0.064 0.012 0.018
0.080 0.006 -0.136
-0.060 0.076 -0.001
0.014 0.052 -0.045
0.011 0.025 -0.025
0.008 -0.002 0.000
-0.004 -0.027 0.041
-0.004 -0.004 0.033
0.091 0.053 0.085
-0.107 -0.062 -0.106
-0.013 -0.081 -0.015
0.059 0.003 0.158
-0.265 -0.010 -0.112
0.242 -0.080 -0.113
0.026 0.020 0.057
-0.049 0.093 -0.030
-0.028 0.089 0.042
0.276 -0.056 -0.468
0.665 0.262 -0.355
-0.217 -0.171 -0.017
0.034 0.031 0.049
-0.002 0.015 0.046
-0.048 -0.027 -0.008
0.009 -0.007 -0.004
-0.035 0.060 0.012
-0.056 -0.009 0.093
0.026 0.000 0.032
-0.006 0.008 -0.016
-0.015 -0.027 0.001
0.030 0.010 -0.025
-0.048 -0.003 0.046
-0.012 0.014 -0.028
0.003 -0.017 0.012
0.010 0.012 0.003
0.019 0.004 -0.012
0.016 -0.029 0.002
0.016 0.001 -0.004
-0.011 0.003 0.011
-0.006 0.011 0.006
0.005 -0.009 0.001
-0.007 0.018 -0.022

Calculated values
**E**: -120961.217 eV
**⟨S²⟩**: 2.029
**Kohn-Sham gap (alpha / beta)**: 5.59 / 7.80 eV
**HOMO energy (alpha / beta)**: -10.5 / -13.1 eV
**Relative energy (zero: lowest compared OMol25 entry of this formula, charge and spin)**: 0.000 eV
**Total charge**: +2
**2S+1**: 3

---

Entry 2:
The following is a quantum chemistry calculation of a structure of composition C3H2I3O2, from the OMol25 dataset.

Last column: Mulliken charge in e.
Element x y z (Å)
C1 -0.5032 1.1922 -1.0775  0.761
C2 0.1649 -0.2882 -0.6407  -0.654
C3 0.1395 -0.3013 1.2278  -0.726
O1 -0.9072 1.0293 -2.2053  -0.653
O2 -0.5658 2.0451 -0.2174  -0.633
I1 -0.7776 -1.8332 -1.6619  0.053
I2 1.7565 1.0166 1.8862  0.088
I3 0.3135 -2.3189 1.9831  -0.021
H1 1.3201 -0.4697 -0.7616  0.324
H2 -0.9406 -0.0720 1.4672  0.461

Atomic forces in eV per Å
0.633 -2.842 0.512
2.837 1.042 4.037
-1.157 -0.607 -3.253
-0.754 1.302 -2.067
0.159 0.967 0.787
-0.253 -0.685 0.141
-1.159 -0.735 -0.211
0.242 0.351 0.073
-2.225 0.652 -0.164
1.676 0.554 0.146

Calculated values
**E**: -31540.670 eV
**Kohn-Sham gap**: 7.35 eV
**HOMO energy**: -4.8 eV
**Relative energy (zero: lowest compared OMol25 entry of this formula, charge and spin)**: 0.062 eV
**Total charge**: -1

---

Entry 3:
The following is a quantum chemistry calculation of a structure of composition C24H33ClN3PtSi2, from the OMol25 dataset.

Last column: Mulliken charge in e.
Element x y z (Å)
Pt1 -0.0963 0.3349 0.4458  1.091
C1 -3.0449 3.0327 -2.4890  -1.342
Si1 -2.3645 2.4061 -0.8431  0.011
C2 -2.5551 3.7546 0.4497  -1.059
C3 -3.5302 1.0349 -0.3137  -0.777
N1 -0.7652 1.8365 -0.9422  0.454
C4 0.2648 2.2460 -1.7617  0.522
C5 0.2607 3.4232 -2.5284  -0.692
C6 1.3230 3.7671 -3.3595  -0.815
C7 2.4336 2.9382 -3.4347  -0.976
C8 2.4746 1.7834 -2.6589  -0.400
C9 1.4236 1.4216 -1.8052  0.543
N2 1.4160 0.2872 -1.0062  0.095
Si2 2.7056 -0.8211 -0.7674  -0.028
C10 3.2318 -1.6386 -2.3805  -1.140
C11 2.1531 -2.2029 0.3745  -0.478
C12 4.2430 -0.0400 -0.0301  -0.998
H1 -4.1231 2.8426 -2.5403  0.407
H2 -2.5615 2.5009 -3.3163  0.360
H3 -2.8846 4.1041 -2.6457  0.328
H4 -3.5100 4.2850 0.3543  0.351
H5 -1.7427 4.4861 0.3874  0.307
H6 -2.5147 3.2997 1.4464  0.254
H7 -4.5037 1.4675 -0.0481  0.419
H8 -3.1418 0.4920 0.5539  0.012
H9 -3.6918 0.3090 -1.1196  0.228
H10 -0.5950 4.0850 -2.4578  0.269
H11 1.2857 4.6851 -3.9354  0.352
H12 3.2682 3.1932 -4.0789  0.372
H13 3.3480 1.1414 -2.7037  0.096
H14 2.3572 -2.0048 -2.9297  0.271
H15 3.8936 -2.4898 -2.1822  0.355
H16 3.7665 -0.9400 -3.0310  0.348
H17 1.5212 -2.9312 -0.1488  0.081
H18 1.5777 -1.7977 1.2109  -0.205
H19 3.0148 -2.7360 0.7963  0.393
H20 4.5725 0.8200 -0.6221  0.351
H21 5.0679 -0.7599 0.0195  0.337
H22 4.0311 0.3138 0.9851  0.156
C13 -1.1693 -4.2164 -1.1379  -0.344
C14 -1.2492 -3.0552 -1.8914  -0.876
C15 -1.4350 -1.8471 -1.2400  -0.075
N3 -1.5314 -1.7397 0.0920  0.104
C16 -1.4714 -2.8651 0.8031  0.106
C17 -1.2897 -4.1200 0.2369  -0.709
H23 -1.0139 -5.1759 -1.6153  0.360
H24 -1.1529 -3.0745 -2.9701  0.425
H25 -1.4888 -0.9147 -1.7919  0.299
H26 -1.5412 -2.7531 1.8777  0.026
H27 -1.2371 -4.9962 0.8714  0.433
Cl1 2.3724 0.1272 3.4784  -0.229
C18 0.8981 -0.7100 3.9005  0.552
C19 1.0007 -1.8165 4.7302  -0.537
C20 -0.1351 -2.5207 5.0999  -0.493
C21 -1.3704 -2.0895 4.6264  -0.445
C22 -1.4509 -0.9897 3.7902  -0.362
C23 -0.3214 -0.2581 3.3797  -0.005
C24 -0.4569 0.8902 2.4675  -1.510
H28 1.9784 -2.1189 5.0846  0.408
H29 -0.0570 -3.3826 5.7528  0.375
H30 -2.2752 -2.6152 4.9115  0.355
H31 -2.4174 -0.6604 3.4181  0.265
H32 0.2719 1.6715 2.6577  0.672
H33 -1.4666 1.3008 2.5242  0.350

Atomic forces in eV per Å
0.532 0.647 -0.185
0.013 0.058 -0.159
-0.104 0.073 0.051
0.003 0.137 0.146
-0.044 -0.156 0.048
0.383 -0.179 -0.122
-0.263 0.138 0.108
-0.016 -0.044 -0.015
-0.072 -0.070 0.092
-0.026 -0.072 0.067
0.007 -0.034 0.070
0.171 -0.283 -0.092
-0.294 0.261 0.294
0.019 -0.123 -0.063
0.051 -0.044 -0.171
-0.067 -0.093 0.040
0.080 0.182 0.126
0.074 0.030 -0.002
-0.078 0.056 0.049
-0.011 -0.088 0.008
0.063 -0.045 0.026
-0.076 -0.044 -0.020
0.018 0.092 -0.068
0.086 -0.042 -0.037
-0.056 0.027 -0.088
0.022 0.052 0.106
0.019 -0.006 -0.018
-0.030 -0.009 0.016
-0.015 -0.032 0.033
-0.020 0.085 -0.015
0.071 0.020 0.047
-0.046 0.052 -0.016
-0.035 -0.120 0.005
0.042 0.097 0.052
-0.017 -0.027 0.045
-0.055 0.051 -0.107
-0.008 -0.062 0.055
-0.062 0.044 0.005
0.044 -0.037 -0.113
-0.009 -0.005 -0.009
0.015 0.034 -0.069
-0.051 0.007 0.099
-0.285 -0.439 -0.183
0.120 0.022 -0.007
-0.025 -0.035 0.039
0.006 -0.001 0.000
-0.022 0.002 0.041
0.044 -0.005 0.021
-0.006 0.019 0.039
0.012 0.041 -0.015
-0.033 -0.013 0.031
0.072 -0.106 -0.008
0.049 0.016 -0.013
-0.022 0.005 0.006
-0.011 0.029 -0.051
-0.092 -0.008 0.024
-0.083 0.120 0.010
-0.022 -0.309 -0.239
-0.018 0.024 -0.019
0.006 0.050 -0.043
0.015 0.018 -0.012
0.041 -0.042 0.029
0.048 0.071 0.100
-0.053 0.016 0.031

Calculated values
**E**: -61421.762 eV
**⟨S²⟩**: 2.013
**Kohn-Sham gap (alpha / beta)**: 5.74 / 6.24 eV
**HOMO energy (alpha / beta)**: -3.0 / -3.5 eV
**Relative energy (zero: lowest compared OMol25 entry of this formula, charge and spin)**: 0.000 eV
**Total charge**: -1
**2S+1**: 3

---

Entry 4:
The following is a quantum chemistry calculation of an isolated molecule of C2H3N5O, from the OMol25 dataset.

Last column: Mulliken charge in e.
Element x y z (Å)
N1 1.3443 -1.0899 1.6377  -0.457
N2 0.5165 0.0383 1.4986  -0.300
C1 0.0565 0.1107 0.3024  0.542
N3 0.4168 -0.6511 -0.7937  -0.085
N4 -0.1529 -0.4304 -1.9343  -0.311
N5 -1.2236 0.3439 -1.9920  -0.217
C2 -1.5166 1.0419 -0.9248  0.170
O1 -0.8571 1.1640 0.1524  -0.238
H1 1.8868 -1.3038 0.8170  0.249
H2 2.0149 -0.7742 2.2880  0.260
H3 -2.4857 1.5505 -1.0513  0.385

Atomic forces in eV per Å
-0.059 0.498 0.586
-0.263 -1.272 -2.416
0.242 0.646 2.273
-0.480 0.459 -1.870
2.323 -1.532 1.767
-1.307 1.155 0.981
-2.438 -0.068 -3.573
0.708 0.027 1.037
-0.230 -0.155 -0.782
0.816 -0.063 1.307
0.688 0.305 0.691

Calculated values
**E**: -11616.294 eV
**Kohn-Sham gap**: 7.76 eV
**HOMO energy**: -9.0 eV
**Relative energy (zero: lowest compared OMol25 entry of this formula, charge and spin)**: 4.536 eV
**SMILES string**: N/N=c1\nnnco1
**Total charge**: 0